This record from the OMol25 dataset describes a structure of composition C34H72BaCl4F6O16P in a non-equilibrium geometry. The level of theory is ωB97M-V/def2-TZVPD.

Results
Total charge   +1
Largest force on an atom   2.1 eV/A
Lowest unoccupied orbital energy   -0.114 Eh

XYZ file:
```
134
Properties=species:S:1:pos:R:3:forces:R:3
Ba 1.939346 -1.991932 2.241441 -1.03 0.36 -0.82
P 0.375018 0.269129 -0.264088 -0.94 0.71 -1.00
F 0.250141 0.200107 -1.871456 0.50 0.34 0.34
F -0.123556 -1.276560 -0.264833 -0.62 -0.12 0.62
F 1.893611 -0.330362 -0.253554 0.21 0.15 0.04
F 0.380480 0.214124 1.382091 0.60 0.07 0.05
F 0.955318 1.760656 -0.323111 0.57 -0.29 0.39
F -1.102651 0.924662 -0.146384 -0.04 -0.92 -0.22
Cl 0.847688 4.496118 2.784398 -0.07 0.16 0.20
C 0.563371 5.020904 1.106947 0.23 -0.79 -1.16
C -0.631668 4.344522 0.432881 0.28 0.02 0.26
Cl -2.109372 5.324338 0.473850 -0.04 0.08 -0.10
H 1.409397 4.667984 0.517871 0.26 0.02 0.37
H 0.589621 6.102321 1.018026 -0.36 0.04 0.33
H -0.870756 3.382719 0.880456 0.11 0.07 0.21
H -0.335967 4.114186 -0.589927 -0.34 0.32 -0.18
Cl 3.294151 5.381777 -1.362513 0.00 0.45 -0.24
C 3.982740 3.784984 -1.124550 0.31 -0.73 0.20
C 5.389879 3.816304 -0.542736 -0.35 -0.58 -0.08
Cl 5.378718 4.151319 1.203288 0.02 0.43 0.18
H 4.028016 3.227911 -2.060965 -0.12 0.33 -0.20
H 3.272658 3.258584 -0.487694 0.21 -0.11 0.13
H 6.029952 4.504189 -1.088079 -0.03 0.24 0.26
H 5.847079 2.828364 -0.595660 -0.13 -0.04 -0.31
C 5.296787 -2.210763 2.953261 0.62 0.25 -0.07
O 4.485535 -2.517479 1.822944 0.17 0.23 -0.04
C 4.968912 -3.480103 0.894338 0.56 -0.03 0.20
C 4.275270 -3.325969 -0.447476 0.32 0.27 0.37
O 2.907394 -3.033457 -0.278696 -0.04 -0.11 0.26
C 2.160086 -3.281634 -1.455143 -0.38 -1.18 -0.61
H 6.227575 -1.677946 2.727946 -0.13 -0.02 -0.63
H 5.629627 -3.090577 3.507797 -0.53 -0.13 0.13
H 4.719144 -1.485331 3.522606 -0.04 -0.32 0.41
H 4.869266 -4.461720 1.368939 -0.09 -0.13 -0.32
H 6.028564 -3.301207 0.682580 0.06 -0.13 0.25
H 4.445831 -4.254961 -1.001881 -0.15 0.05 -0.12
H 4.749068 -2.496429 -0.983978 -0.06 -0.08 -0.14
H 1.147097 -2.913105 -1.340754 0.14 0.39 0.05
H 2.074993 -4.366911 -1.621994 0.04 0.00 0.22
H 2.629215 -2.941834 -2.382163 0.09 0.67 0.30
C 1.052220 -5.341394 0.866587 0.62 -0.66 -0.02
O 0.463323 -4.146849 1.351599 -0.12 -0.48 0.03
C -0.849226 -4.424838 1.881321 -0.20 0.96 0.09
C -1.601211 -3.084511 1.855403 1.16 -0.54 -0.56
O -0.831523 -2.070684 2.519019 -0.65 -0.23 0.65
C -1.730141 -0.993487 2.855054 -0.11 0.02 -0.23
H 1.087251 -6.112668 1.643789 -0.37 -0.03 -0.04
H 2.096177 -5.197448 0.584396 -0.12 0.51 0.04
H 0.537776 -5.708060 -0.024223 -0.20 -0.04 0.14
H -0.747919 -4.892012 2.863867 0.00 0.25 0.20
H -1.384129 -5.148197 1.263142 0.06 0.10 -0.27
H -2.606416 -3.164917 2.265689 0.01 -0.07 0.12
H -1.632609 -2.783875 0.804041 -0.42 -0.04 -0.02
H -2.203416 -0.607302 1.948554 0.09 0.02 -0.05
H -1.193979 -0.176365 3.328332 0.20 -0.16 0.04
H -2.514477 -1.378323 3.508432 0.05 0.07 0.16
C 0.810968 -2.425524 -6.081501 0.69 0.74 -0.21
O 0.655530 -3.825551 -6.021869 0.22 0.26 0.30
C 0.316149 -4.278647 -4.737938 -0.62 -0.84 0.17
C -1.181867 -4.202771 -4.440908 0.69 0.31 0.42
O -1.669569 -2.914770 -4.139922 -0.46 0.42 -0.25
C -1.077985 -2.289201 -3.030045 0.42 -0.62 0.17
H 1.540964 -2.063086 -5.344319 -0.09 -0.18 0.26
H -0.100644 -1.839356 -5.959835 -0.27 -0.30 0.09
H 1.258574 -2.145391 -7.035886 -0.20 -0.35 -0.17
H 0.894204 -3.830201 -3.920662 0.11 0.46 -0.25
H 0.562854 -5.344406 -4.649978 0.07 0.03 -0.49
H -1.338232 -4.897088 -3.597452 -0.31 0.09 0.04
H -1.730573 -4.538418 -5.316772 -0.08 -0.10 0.02
H -0.037921 -2.022033 -3.235205 0.08 0.02 0.07
H -1.102929 -2.985904 -2.177569 0.07 0.09 0.16
H -1.577691 -1.372961 -2.736531 -0.45 -0.09 -0.39
C -2.914810 5.111672 6.934961 -0.82 -0.74 0.22
O -3.222051 4.348160 5.779042 0.74 -0.23 0.17
C -2.069332 4.082143 5.005707 -0.61 0.13 -0.68
C -2.370394 3.040939 3.943988 -0.67 0.00 -0.24
O -3.372526 3.496481 3.069477 -0.46 0.75 -0.17
C -3.687644 2.566316 2.069408 1.08 -0.72 0.23
H -2.330830 4.503102 7.635910 0.14 0.13 0.01
H -3.898250 5.277257 7.377340 0.23 0.33 0.20
H -2.401805 6.060420 6.759209 -0.03 -0.03 -0.32
H -1.218105 3.680929 5.571306 -0.06 0.20 0.39
H -1.800615 5.036825 4.540501 0.46 -0.19 -0.20
H -2.760007 2.110014 4.387296 0.39 -0.02 0.31
H -1.453261 2.833806 3.373522 0.07 -0.10 0.12
H -2.758105 2.302909 1.543808 -0.08 -0.07 -0.29
H -4.398571 2.927505 1.334773 -0.12 0.42 0.27
H -4.047022 1.628087 2.514711 -0.27 0.00 0.00
C -6.936727 0.913210 -0.376038 -0.37 -0.02 0.68
O -6.166655 -0.266291 -0.431726 0.06 0.05 -0.37
C -4.865083 0.004331 -0.901782 0.51 0.14 0.55
C -4.030701 -1.251864 -0.871806 -0.59 -0.05 -0.67
O -4.246656 -2.047531 -2.032054 0.01 -0.21 0.44
C -4.421690 -3.421075 -1.706954 0.44 0.77 0.23
H -7.224699 1.304458 -1.353335 0.24 -0.02 -0.15
H -6.416700 1.677944 0.211264 0.10 0.16 -0.20
H -7.848338 0.691542 0.178814 -0.03 -0.16 -0.12
H -4.360557 0.689468 -0.201861 -0.13 0.24 -0.02
H -4.859664 0.484853 -1.883178 -0.07 -0.14 -0.16
H -4.347711 -1.795634 0.023850 0.22 -0.06 0.12
H -2.973124 -0.980671 -0.821933 0.13 -0.04 0.15
H -4.298698 -3.973446 -2.632988 -0.33 -0.19 0.04
H -5.377920 -3.552392 -1.194264 -0.17 -0.29 -0.33
H -3.647679 -3.739468 -0.993528 0.13 -0.12 -0.13
C 1.106346 -0.382846 5.653380 -0.28 -0.29 0.67
O 1.459801 -0.155733 4.296052 0.90 -0.06 0.25
C 2.367676 0.946146 4.253501 0.45 0.94 -0.72
C 2.821839 1.303645 2.829785 -0.88 0.76 0.77
O 3.484746 0.196634 2.255591 0.03 -0.38 -0.07
C 4.318390 0.543968 1.178344 1.59 1.11 -0.70
H 0.500826 -1.285508 5.709914 -0.18 0.11 -0.10
H 0.570138 0.467345 6.083048 -0.26 0.00 -0.30
H 1.960421 -0.524346 6.325108 0.30 -0.08 -0.40
H 3.289049 0.796999 4.831334 -0.21 -0.62 0.19
H 1.869730 1.798876 4.726275 0.02 0.18 -0.31
H 3.492398 2.166314 2.903671 0.11 -0.11 0.08
H 1.983741 1.624941 2.207082 0.00 -0.13 -0.02
H 4.794679 -0.331450 0.746866 -0.48 -0.27 0.02
H 5.157750 1.188062 1.483241 -0.15 -0.16 0.59
H 3.874308 1.160308 0.391496 -0.74 -0.47 0.10
C -1.774812 1.593664 -5.834998 0.07 -0.12 -0.54
C -1.355249 1.800992 -4.586219 0.47 -0.07 1.05
C -0.177020 2.713420 -4.269319 -0.07 0.62 -0.97
O 0.068738 3.051666 -3.132287 -0.16 -0.51 0.39
C 0.536727 3.257943 -5.418751 0.00 -0.01 -0.28
C 0.131202 2.993544 -6.670687 1.00 0.64 -0.04
C -1.000742 2.099827 -6.973389 -1.28 -0.68 0.70
O -1.272431 1.801946 -8.118195 0.36 0.29 -0.31
O 0.748794 3.540038 -7.721964 -0.11 -0.19 -0.01
O -1.928344 1.245567 -3.517579 -0.35 -0.13 -0.21
H -2.633636 0.982520 -6.076030 0.02 -0.08 0.12
H 1.358326 3.947925 -5.282892 0.00 -0.05 0.27
H 0.339191 3.181549 -8.528932 -0.11 -0.03 0.04
H -1.397724 1.401416 -2.719584 0.15 0.31 -0.08
```
Forces are in eV/Å.

Mulliken atomic charge list, values in e, 4 entries:
1 Ba 0.91
2 P 1.60
3 F -0.39
4 F -0.26